The following is a DFT calculation (wB97M-V/def2-TZVPD) of one molecule with the formula C5H7N at a distorted geometry.

Last columns: bonded neighbours and bond lengths (Å).
Positions of all 13 atoms, in Å:
1 C -1.45036 0.94928 0.88560  C2 1.495, H7 1.095, H8 1.101, H9 1.082
2 C -0.32591 0.21484 0.22882  C1 1.495, C3 1.429, C6 1.363
3 C 0.42586 0.69735 -0.88622  C2 1.429, C4 1.386, H10 1.090
4 C 1.16889 -0.39707 -1.29888  C3 1.386, N5 1.368, H11 1.081
5 N 1.13636 -1.39840 -0.36680  C4 1.368, C6 1.399, H12 1.003
6 C 0.35122 -0.88247 0.66953  C2 1.363, N5 1.399, H13 1.087
7 H -2.06178 0.36601 1.58221  C1 1.095
8 H -0.98095 1.75611 1.46973  C1 1.101
9 H -2.13773 1.39725 0.17992  C1 1.082
10 H 0.24395 1.49714 -1.60376  C3 1.090
11 H 1.83052 -0.48472 -2.14972  C4 1.081
12 H 1.39845 -2.36641 -0.36026  N5 1.003
13 H 0.40148 -1.34892 1.64984  C6 1.087

Results
* net charge: 0
* orbital gap: 9.02 eV
* total energy: -249.438944 hartree
* LUMO level: 0.041 Eh
* energy above the lowest of the compared OMol25 structures with the same formula, charge and spin: 21.5 kcal per mole

These are the natural (NBO) partial charges, in e, on atoms 1 to 5:
1 C -0.63
2 C -0.08
3 C -0.32
4 C -0.04
5 N -0.53